Record 1
Entry from the OMol25 dataset: one molecule with the formula C10H14N4O4 at a distorted geometry (the ωB97M-V functional and the def2-TZVPD basis).

Geometry as XYZ:
```
32
Properties=species:S:1:pos:R:3:mulliken_charge:R:1
O -0.840 -2.523 -5.478 -0.619
N 0.241 -2.584 -4.922 0.982
O 1.205 -3.181 -5.364 -0.623
C 0.388 -1.910 -3.671 -0.124
C -0.684 -1.190 -3.147 -0.672
C -0.543 -0.542 -1.945 0.082
C 0.676 -0.597 -1.247 0.109
N 0.837 -0.063 0.001 -0.462
N 0.199 1.001 0.295 -0.005
N 0.254 1.402 1.526 0.418
C -0.435 2.638 1.834 -0.571
C -1.876 2.629 1.298 -0.523
O -2.662 1.632 1.894 -0.537
C 0.937 0.664 2.567 -0.748
C -0.014 -0.310 3.288 -0.338
O 0.609 -0.945 4.369 -0.544
C 1.742 -1.336 -1.783 -0.562
C 1.602 -1.981 -2.987 -0.296
H -1.610 -1.152 -3.701 0.457
H -1.362 0.018 -1.518 0.392
H -0.454 2.752 2.918 0.329
H 0.100 3.484 1.389 0.305
H -1.853 2.519 0.207 0.260
H -2.353 3.578 1.550 0.409
H -2.356 0.768 1.596 0.345
H 1.361 1.364 3.289 0.320
H 1.743 0.103 2.082 0.435
H -0.858 0.239 3.714 0.271
H -0.398 -1.043 2.563 0.281
H 1.320 -1.510 4.044 0.333
H 2.672 -1.375 -1.239 0.434
H 2.412 -2.548 -3.419 0.462
```

Values from the calculation:
Calculated total energy   -909.28057 Eh
Molecular weight   254.25 g mol⁻¹
Orbital gap   0.2951 Ha
Energy relative to the best compared isomer or geometry (same formula, charge and spin)   139.7 kcal per mole

---

Record 2
Entry from the OMol25 dataset: a 2-piece molecular cluster, C11H24BN3O9PS overall at a distorted geometry (the ωB97M-V functional and the def2-TZVPD basis).

Geometry as XYZ:
```
50
Properties=species:S:1:pos:R:3:mulliken_charge:R:1
C -3.046 0.623 3.270 -0.874
O -2.503 0.160 2.033 -0.687
B -1.121 0.094 1.918 1.159
O -0.385 -0.444 2.944 -0.640
C -0.371 0.868 0.713 0.334
C -1.374 1.571 -0.192 -1.988
C -2.140 0.657 -1.177 0.163
N -2.493 -0.583 -0.492 -0.161
N -1.304 0.290 -2.285 -0.332
N -3.360 1.335 -1.670 -0.650
O 0.276 1.910 1.565 -0.561
C 1.496 1.427 1.940 0.400
O 2.209 1.961 2.702 -0.571
O 1.748 0.265 1.300 -0.448
C 0.919 0.269 0.098 1.444
C 0.892 -1.107 -0.540 -1.025
C 0.864 -2.294 0.423 0.136
C 0.601 -3.596 -0.344 -1.161
C -0.839 -3.779 -0.827 -0.307
O -1.121 -3.183 -2.098 -0.520
P 1.855 1.494 -1.049 0.237
S 1.949 1.092 -2.950 -0.383
H -3.860 1.317 3.046 0.278
H -2.296 1.140 3.875 0.328
H -3.455 -0.212 3.849 0.295
H -0.891 -1.063 3.482 0.335
H -2.121 2.040 0.456 0.356
H -0.887 2.383 -0.745 0.527
H -3.219 -0.403 0.197 0.140
H -2.888 -1.225 -1.175 0.340
H -1.839 -0.246 -2.962 0.239
H -0.855 1.065 -2.759 0.283
H -3.900 1.715 -0.896 0.289
H -3.095 2.117 -2.262 0.288
H 1.776 -1.198 -1.184 0.868
H 0.027 -1.139 -1.203 -0.308
H 0.076 -2.175 1.173 0.016
H 1.822 -2.384 0.944 0.351
H 0.844 -4.439 0.314 0.432
H 1.283 -3.664 -1.205 0.362
H -1.075 -4.850 -0.891 0.323
H -1.528 -3.312 -0.110 0.128
H -0.288 -2.990 -2.540 0.336
H 3.116 1.553 -0.434 0.138
H 1.302 2.746 -0.746 0.059
C 6.031 2.694 -1.086 0.664
O 4.897 2.728 -1.622 -0.726
O 6.033 3.088 0.288 -0.517
O 7.132 2.386 -1.534 -0.704
H 5.106 3.298 0.444 0.315
```

Values from the calculation:
Calculated total energy   -2039.56036 Eh
Molecular weight   416.18 g mol⁻¹
Orbital gap   0.2215 Ha
Total charge   -1
Energy relative to the best compared isomer or geometry (same formula, charge and spin)   0.0 kcal per mole

---

Copy entry 1 word for word.
Entry from the OMol25 dataset: one molecule with the formula C10H14N4O4 at a distorted geometry (the ωB97M-V functional and the def2-TZVPD basis).

Geometry as XYZ:
```
32
Properties=species:S:1:pos:R:3:mulliken_charge:R:1
O -0.840 -2.523 -5.478 -0.619
N 0.241 -2.584 -4.922 0.982
O 1.205 -3.181 -5.364 -0.623
C 0.388 -1.910 -3.671 -0.124
C -0.684 -1.190 -3.147 -0.672
C -0.543 -0.542 -1.945 0.082
C 0.676 -0.597 -1.247 0.109
N 0.837 -0.063 0.001 -0.462
N 0.199 1.001 0.295 -0.005
N 0.254 1.402 1.526 0.418
C -0.435 2.638 1.834 -0.571
C -1.876 2.629 1.298 -0.523
O -2.662 1.632 1.894 -0.537
C 0.937 0.664 2.567 -0.748
C -0.014 -0.310 3.288 -0.338
O 0.609 -0.945 4.369 -0.544
C 1.742 -1.336 -1.783 -0.562
C 1.602 -1.981 -2.987 -0.296
H -1.610 -1.152 -3.701 0.457
H -1.362 0.018 -1.518 0.392
H -0.454 2.752 2.918 0.329
H 0.100 3.484 1.389 0.305
H -1.853 2.519 0.207 0.260
H -2.353 3.578 1.550 0.409
H -2.356 0.768 1.596 0.345
H 1.361 1.364 3.289 0.320
H 1.743 0.103 2.082 0.435
H -0.858 0.239 3.714 0.271
H -0.398 -1.043 2.563 0.281
H 1.320 -1.510 4.044 0.333
H 2.672 -1.375 -1.239 0.434
H 2.412 -2.548 -3.419 0.462
```

Values from the calculation:
Calculated total energy   -909.28057 Eh
Molecular weight   254.25 g mol⁻¹
Orbital gap   0.2951 Ha
Energy relative to the best compared isomer or geometry (same formula, charge and spin)   139.7 kcal per mole

---

Question: The lowest energy relative to the best compared isomer or geometry (same formula, charge and spin) belongs to which entry?
Answer: C11H24BN3O9PS

---

Question: What is the formula in the first record?
Answer: C10H14N4O4